Entry 1:
59
Properties=species:S:1:pos:R:3:forces:R:3:nbo_charge:R:1 method="wB97M-V/def2-TZVPD" smiles="CCOc1cccc2sc(N(CC[NH+](C)C)C(=O)CCS(=O)(=O)c3ccccc3)nc12" lumo_energy_ev=-2.236 total_charge=+1 gap_ev=8.750 e_tot_ha=-2116.5419 homo_ev=-10.99
N 0.02388 -0.49139 -2.06976 -0.087 -0.366 -0.298 -0.522
H -5.38567 -2.48995 1.82812 -0.013 -0.087 -0.036 0.214
C 0.93537 -3.81310 -0.37537 0.583 -0.423 -0.055 -0.419
S -1.60404 1.75567 -2.20686 -0.118 -0.564 0.357 0.390
C 5.76056 0.02829 0.09276 -0.070 -0.003 -0.013 -0.192
C 3.62564 0.50833 1.02903 -0.672 0.022 -0.127 -0.278
O 1.26991 0.68233 2.24760 0.253 0.395 0.195 -0.916
H 3.89667 -0.65708 -0.74217 -0.009 -0.076 -0.141 0.256
N -1.68722 -0.20312 -0.50752 0.661 -0.439 0.110 -0.468
O 1.47229 -0.87765 0.37580 0.714 0.345 0.098 -1.012
H -1.73193 -2.30416 1.02703 0.078 -0.015 -0.137 0.271
H -6.07385 -1.80956 3.30599 -0.093 -0.034 0.094 0.229
C -3.56496 0.43074 0.93619 0.024 0.183 -0.186 0.328
H 2.70946 1.47665 -1.78142 -0.138 -0.047 -0.078 0.260
C -4.61750 2.53790 0.37203 0.147 0.138 -0.270 -0.172
H -0.94656 -1.76586 -3.41036 0.046 -0.106 0.088 0.229
O 2.21589 -0.83640 -2.42248 0.229 0.010 -0.104 -0.607
C -2.69590 0.63911 -0.15199 -0.474 0.682 -0.168 0.031
C 4.20171 1.22827 2.05865 -0.052 0.139 0.190 -0.205
H -3.58267 -1.71850 3.34264 -0.073 0.162 -0.005 0.196
C 4.38125 -0.09632 0.04193 0.075 -0.162 -0.179 -0.223
C 1.27947 1.69436 -0.19738 0.468 -0.576 0.438 -0.634
C 6.35514 0.74838 1.11797 -0.022 0.005 0.009 -0.167
C 1.63591 1.34118 -1.63007 0.275 -0.067 -0.124 -0.535
N -0.15331 -2.83473 -0.25463 0.223 0.494 0.087 -0.405
H -3.86543 3.62879 -1.32178 -0.060 0.130 -0.042 0.233
C -1.01268 -3.11409 0.90444 -0.475 -0.066 0.616 -0.434
C 5.58102 1.34586 2.10166 -0.065 -0.008 -0.008 -0.201
H -4.28090 -0.08875 3.39077 0.100 -0.059 -0.037 0.184
C -5.51989 -1.57627 2.40172 0.377 0.189 -0.054 -0.638
C -4.52079 1.40623 1.17758 0.060 -0.381 0.277 -0.264
H 1.76033 2.61771 0.11515 0.020 0.085 0.046 0.262
H -1.53662 -4.05899 0.76379 0.073 -0.020 -0.095 0.215
O -3.35929 -0.70572 1.63824 0.150 0.146 -0.294 -0.496
H 3.56678 1.66770 2.81162 -0.002 0.089 0.139 0.248
H -1.09588 -3.72247 -1.91814 0.060 0.011 0.115 0.226
H 1.11410 2.01311 -2.31737 0.097 0.033 0.118 0.259
C 1.33981 -0.09120 -2.04756 0.185 0.273 -0.355 0.744
H 0.31818 -1.91031 -0.05797 -0.394 -0.392 -0.124 0.509
H -5.20960 1.30660 1.99996 -0.063 -0.060 0.093 0.223
H 6.04923 1.90027 2.89968 0.029 0.041 0.079 0.233
C -0.27651 -1.83784 -2.54754 0.064 -0.313 -0.053 -0.239
S 1.84717 0.40728 0.96576 -0.486 0.028 0.078 2.171
H -6.10174 -0.87854 1.80496 -0.090 0.031 -0.029 0.215
H 1.57906 -3.55127 -1.21177 -0.056 0.070 -0.047 0.236
C -0.94356 -2.72543 -1.49773 -0.472 0.184 -0.690 -0.237
H 0.52841 -4.81303 -0.52292 -0.085 0.075 0.012 0.219
C -3.77806 2.75179 -0.70288 -0.155 0.193 0.061 -0.252
H 0.21126 1.77836 -0.01590 -0.063 -0.063 0.158 0.258
C -1.02657 0.22901 -1.51859 -0.537 0.877 -0.116 0.262
H -0.40270 -3.17160 1.80291 0.114 -0.026 -0.051 0.229
H 1.53916 -3.79779 0.52879 -0.071 0.060 0.039 0.237
C -4.16513 -0.98699 2.77616 -0.404 -0.191 0.297 -0.065
H 0.67880 -2.25001 -2.88154 -0.223 0.032 -0.014 0.260
H 6.36831 -0.43670 -0.66747 0.049 -0.051 -0.068 0.230
H -5.37782 3.26874 0.59828 -0.082 0.065 0.025 0.230
H -1.91296 -2.29815 -1.23696 0.194 -0.260 0.019 0.251
C -2.81590 1.78935 -0.95498 0.160 -0.338 0.157 -0.184
H 7.42962 0.84170 1.15304 0.099 0.009 0.002 0.230

Entry 2:
64
Properties=species:S:1:pos:R:3:forces:R:3:nbo_charge:R:1 method="wB97M-V/def2-TZVPD" lumo_energy_ev=-3.596 total_charge=+1 gap_ev=6.876 e_tot_ha=-2340.7822 homo_ev=-10.47
C 3.39018 -1.04359 4.05834 0.013 -0.010 0.003 -0.227
Ta 0.14796 1.02986 -0.57681 0.066 0.544 0.182 2.547
C -3.53059 -0.37325 1.22546 0.004 -0.008 -0.011 -0.253
H -1.44501 1.33163 3.13766 0.002 -0.001 -0.005 0.200
N 0.68358 1.43908 1.44448 -0.064 -0.018 -0.060 -0.650
H -1.00185 -3.27669 -2.48293 0.000 -0.007 -0.022 0.212
O -0.25362 3.21001 -0.58942 0.060 -0.352 -0.221 -1.085
C -0.10436 -2.65750 -2.48125 -0.002 0.001 0.007 -0.414
C 2.07969 -0.41528 1.22823 0.006 0.012 -0.060 0.312
C 0.71436 -3.03488 -1.24993 -0.004 0.004 -0.021 -0.404
H -3.50814 0.21287 2.13334 -0.002 0.012 0.005 0.225
C -3.02437 -1.80911 -1.45496 -0.045 -0.002 0.023 -0.305
C -1.37007 2.24950 2.54524 -0.010 0.017 0.039 -0.418
H 0.44315 -2.92094 -3.39063 0.013 0.007 0.008 0.221
H -1.76664 3.06793 3.14971 -0.008 -0.009 0.004 0.234
H -2.09722 3.06020 0.71038 0.012 0.001 -0.007 0.234
C -4.88768 -2.19836 0.17472 -0.002 0.004 0.004 -0.250
H 0.33037 -0.58289 -2.96332 0.003 -0.003 -0.011 0.225
C -2.17074 -0.88790 -0.84392 0.072 0.017 -0.022 0.315
H 4.66293 -2.07058 2.75159 0.000 0.000 0.005 0.228
O -0.50531 1.77827 -2.48287 -0.014 0.059 0.193 -1.079
H 2.64892 -2.82733 -2.17204 0.002 -0.014 0.006 0.219
O 1.91812 1.87780 -1.29760 -0.002 -0.192 -0.497 -1.131
C 2.15153 -2.52960 -1.24406 0.012 -0.013 0.010 -0.410
H 3.96309 -1.42035 4.89525 0.005 -0.005 -0.004 0.232
C -2.19800 2.13507 1.27554 -0.018 -0.038 -0.024 -0.231
N 1.57748 -0.38047 -0.02001 -0.048 -0.033 0.033 -0.707
C -4.22245 -2.36080 -1.02424 0.013 -0.005 -0.023 -0.051
C 2.31889 -0.21434 4.35535 -0.021 0.015 0.019 -0.139
O -1.36295 4.20715 -2.68035 0.127 0.076 -0.031 -0.962
H 0.67774 2.75682 3.08318 -0.004 0.011 -0.003 0.211
H 0.74466 -4.12427 -1.19181 -0.006 -0.002 -0.002 0.227
N -1.76182 1.04234 0.39444 0.081 -0.021 -0.100 -0.663
H 2.85691 1.87367 -4.44275 -0.027 -0.027 -0.004 0.527
H 0.13058 3.43382 1.57522 -0.007 0.000 -0.012 0.242
C 3.19142 -1.18538 1.56683 -0.014 0.021 0.032 -0.277
P -0.27347 3.24577 -2.11642 -0.136 0.094 0.020 2.603
C 0.08106 2.54413 2.19810 0.052 -0.009 -0.019 -0.236
H -4.67225 -3.05765 -1.72224 0.001 0.002 0.000 0.217
O 3.63414 3.42162 -2.52420 -0.006 -0.003 0.035 -1.054
C 2.31827 -1.01614 -1.11766 -0.003 -0.011 0.025 -0.237
H -1.27500 -1.05021 -3.35899 -0.006 -0.001 0.006 0.220
H -3.25667 2.02649 1.50063 -0.017 -0.007 0.004 0.210
H -1.03723 4.92892 -3.23577 -0.042 -0.028 -0.006 0.541
H 2.68807 -3.03370 -0.43850 -0.012 0.009 0.010 0.211
C 1.42021 0.53698 2.10833 0.009 -0.013 0.003 0.211
H 2.13069 -0.05592 5.41122 -0.006 0.004 -0.002 0.227
C -0.50334 -1.18068 -2.59454 -0.042 0.007 0.027 -0.237
H 0.19849 -2.69871 -0.34554 0.008 0.005 0.003 0.206
H 0.75588 1.10308 4.02624 0.003 -0.012 0.005 0.217
N -0.96577 -0.57254 -1.33998 0.099 -0.026 -0.003 -0.707
O 2.21916 1.66972 -3.74467 0.009 -0.003 -0.068 -0.996
P 2.38462 2.68453 -2.53105 -0.106 0.164 0.407 2.564
H -5.14958 -1.36356 2.08047 0.001 0.002 0.000 0.228
O 1.09218 3.73318 -2.74108 -0.019 -0.224 0.096 -1.061
H 3.37470 -0.75046 -1.02031 0.007 0.001 -0.020 0.222
C -4.53074 -1.32710 1.19113 -0.005 0.007 0.012 -0.124
C 3.78564 -1.43565 2.79727 -0.001 0.000 -0.009 -0.108
H -5.76965 -2.80452 0.33396 0.000 0.002 0.003 0.232
H -2.70108 -2.15984 -2.42327 0.008 0.002 -0.006 0.227
H 2.01555 -0.53584 -2.04802 -0.007 0.011 0.001 0.223
H 3.67305 -1.68170 0.73826 0.008 -0.004 0.008 0.227
C -2.53648 -0.04920 0.28784 -0.010 0.008 0.016 0.224
C 1.47880 0.48647 3.51274 0.018 -0.016 0.015 -0.202

Entry 3:
75
Properties=species:S:1:pos:R:3:forces:R:3:mulliken_spin:R:1 method="wB97M-V/def2-TZVPD" lumo_energy_ev="-2.555 / -1.660" spin_multiplicity=4 gap_ev="5.246 / 6.141" e_tot_ha=-6958.0587 homo_ev="-7.80 / -7.80" e_above_lowest_kcal_mol=35.5
C 2.48330 -3.23425 1.95555 -0.008 0.168 -0.022 -0.007
O 2.91368 0.93470 1.67064 0.276 0.011 -0.414 0.036
H -4.17342 -0.26333 -6.70168 0.002 0.003 -0.011 0.000
O -1.88917 2.68482 -1.18867 0.004 -0.238 0.029 0.000
H -1.64229 -2.50988 -0.83596 0.043 -0.009 -0.200 0.000
H -5.24956 -0.89846 -3.18964 -0.020 0.010 -0.012 0.000
C -2.19623 -2.29163 -2.82049 -0.133 0.101 -0.094 0.000
N 0.28415 -4.11098 -0.81077 -0.010 -0.317 -0.074 -0.001
C 1.76834 -3.97103 1.03718 -0.065 0.094 -0.038 0.008
O 0.98782 1.75312 0.08889 -0.161 0.449 -0.163 -0.020
H -2.22565 -1.61097 -6.12056 0.000 0.008 -0.034 0.000
H 5.22250 3.85391 -3.51165 0.028 -0.011 -0.030 0.000
H -2.04253 1.28881 5.18599 -0.039 -0.038 0.014 0.000
O -1.59522 3.20423 1.31359 -0.277 0.095 0.247 0.002
C -4.27207 -1.27500 -3.46620 0.009 0.002 -0.058 0.000
H 2.63053 5.75234 -0.67463 -0.039 0.071 0.036 0.000
H 0.72544 -5.00761 -0.96946 -0.045 0.139 -0.008 0.000
H 0.23325 -1.36640 -0.48147 -0.103 0.039 -0.025 0.007
H 5.04925 1.74283 -2.23938 -0.033 0.082 0.025 0.000
As 3.74819 0.86881 0.12227 -0.064 -0.138 0.418 0.022
H -5.34617 0.19469 -5.46604 -0.018 0.021 0.006 0.000
O -2.89964 1.17460 0.59646 -0.009 0.083 -0.064 0.002
H 4.01467 5.86317 -2.73067 -0.002 0.065 -0.039 0.000
O -2.40994 -1.33170 0.75052 0.038 -0.109 -0.112 0.001
H -0.77048 -2.57004 -4.39647 0.060 -0.026 -0.012 0.000
O 3.34153 -0.40276 -0.79778 0.052 0.066 -0.032 0.006
H 2.84627 -1.23337 2.69757 -0.114 -0.124 -0.106 -0.011
H -4.16232 3.66391 1.06321 -0.006 0.068 0.103 0.000
H 1.07133 -1.17851 6.01015 -0.002 -0.019 -0.001 -0.001
C 3.94341 4.93897 -2.17697 -0.039 0.025 0.053 0.000
H -1.65414 -1.44316 3.00972 0.008 0.051 -0.153 -0.001
H -0.37708 -0.44802 6.73434 -0.053 -0.008 0.035 -0.001
O 1.01883 0.16486 3.48255 0.118 -0.018 -0.059 0.008
C -1.25414 1.42976 4.44737 0.064 -0.075 -0.069 0.002
C 0.43037 -0.29768 6.02050 0.009 -0.024 -0.059 -0.002
O -0.73215 0.34881 1.52636 0.611 0.139 0.302 0.029
H 1.02391 0.56336 6.31902 0.018 0.063 -0.004 0.000
O 5.40961 0.71078 0.66824 -0.132 0.027 -0.027 -0.005
C -3.46171 -1.82221 -2.48787 0.083 -0.013 -0.099 0.000
P -2.45094 2.72701 0.18793 0.229 -0.006 -0.048 -0.003
C 0.80284 -1.93848 0.23156 0.123 -0.044 -0.156 0.014
Mn 1.11462 0.72972 1.67401 -0.747 -0.809 0.108 2.960
P -1.83570 0.00288 0.48528 -0.300 -0.174 0.178 0.011
N -1.37232 -2.78189 -1.78366 -0.055 0.046 0.401 0.000
C 3.07387 3.70120 -0.31803 0.118 0.256 -0.266 0.004
N 1.46381 -1.25367 1.16339 -0.004 0.129 0.363 -0.077
C 3.16847 4.88762 -1.03183 -0.034 -0.107 0.008 0.000
C 4.62284 3.81335 -2.61419 0.034 -0.127 0.001 0.000
O -1.24384 0.12661 -0.96056 0.088 0.298 -0.250 0.004
H -5.44120 -1.38975 -6.22687 -0.003 0.001 -0.004 0.000
S 0.79262 3.12117 0.84068 0.393 -0.351 -0.330 0.021
H -1.67721 1.65354 3.47044 -0.014 0.015 -0.125 0.004
C -4.74983 -0.63085 -5.85311 -0.044 0.019 -0.065 0.000
H 5.65300 -0.21641 0.53557 0.042 0.054 0.005 0.000
C 0.91973 -3.32697 0.13228 0.140 0.064 0.139 -0.013
H 1.87426 -5.04811 0.99509 0.002 -0.008 -0.020 0.000
H -0.50137 -2.35420 4.01557 0.001 0.005 -0.028 0.000
H -0.62325 2.26839 4.74231 0.018 0.002 0.008 -0.001
O -0.32131 -4.44436 -2.95520 -0.003 -0.030 -0.030 0.000
O -3.86262 3.45263 0.17466 -0.195 -0.028 -0.089 0.000
C 3.75338 2.57082 -0.74172 0.198 -0.099 -0.046 -0.005
H -1.35196 1.06721 -1.30839 0.016 -0.130 0.066 -0.001
P -0.22662 -0.03155 4.37101 0.007 0.116 0.096 -0.005
C -0.48491 -3.78360 -1.95140 0.088 -0.053 0.034 0.000
C -3.85163 -1.19578 -4.79088 0.023 -0.020 0.092 0.000
H -3.79579 -1.86789 -1.46140 -0.001 0.007 0.106 0.000
C 2.31053 -1.86353 1.99735 0.100 -0.040 0.130 0.030
H -1.94070 -1.62850 4.75190 -0.027 0.007 0.065 0.000
C 4.52849 2.63192 -1.89798 -0.010 -0.062 -0.050 0.001
C -2.58251 -1.67137 -5.09969 -0.054 0.011 -0.016 0.000
O 2.34899 3.68724 0.84653 0.132 0.064 0.314 0.007
H 3.17173 -3.70971 2.63965 -0.004 0.008 0.002 0.000
C -1.17701 -1.49704 3.98541 0.059 0.024 0.011 0.011
C -1.75214 -2.21325 -4.13302 -0.072 0.046 0.050 0.000
O 0.85121 2.53611 2.25353 -0.297 0.206 0.098 -0.037